# 1
# C2H4F2

C2H4F2 in the gas phase (ωB97M-V/def2-TZVPD, the OMol25 dataset).

Properties
- HOMO-LUMO gap: 12.77 eV
- HOMO: -11.654 eV
- E_tot: -278.32464 Eh
- SMILES: CC(F)F
- Energy relative to the best compared isomer or geometry (same formula, charge and spin): 27.8 kJ/mol
- LUMO level: 1.113 eV
- Molar mass: 66.05 g mol⁻¹

CARTESIAN COORDINATES (ANGSTROEM)
F -1.318 -1.048 0.669
F -1.541 0.640 -0.607
C -0.710 0.109 0.331
C 0.762 -0.088 -0.285
H 1.154 0.878 -0.492
H 1.397 -0.558 0.414
H 0.748 -0.669 -1.275
H -0.492 0.737 1.246

natural (NBO) population analysis, charges in e, atoms 1 to 6: atom 1 (F): -0.34, atom 2 (F): -0.34, atom 3 (C): 0.58, atom 4 (C): -0.67, atom 5 (H): 0.22, atom 6 (H): 0.22

# 2
# C33H92N20O17

14 unconnected molecules or ions with the total composition C33H92N20O17 (ωB97M-V/def2-TZVPD, the OMol25 dataset).

Properties
- HOMO-LUMO gap: 8.03 eV
- HOMO: -8.491 eV
- E_tot: -3686.91303 Eh
- Energy relative to the best compared isomer or geometry (same formula, charge and spin): 0.0 kJ/mol
- LUMO level: -0.458 eV
- Molar mass: 1041.22 g mol⁻¹

CARTESIAN COORDINATES (ANGSTROEM)
O 7.258 -2.085 3.647
O 0.395 -1.715 -6.065
O -3.515 -0.489 4.979
O -5.166 -2.758 4.553
O -4.761 5.017 -2.630
O -4.642 -4.917 -0.932
O 3.000 -6.212 4.308
O -5.793 -0.276 1.059
O 1.977 -6.660 1.842
O 1.937 -4.388 -2.957
O 5.941 1.258 -1.041
O 2.132 0.104 1.836
O 6.169 4.464 0.045
O -1.537 -5.612 -1.018
O -2.824 -2.988 2.715
O 1.920 6.563 -0.697
O -2.545 3.118 7.000
N -0.020 -3.407 -3.672
N 1.194 0.051 0.768
N -2.064 -0.003 6.680
N 4.789 1.160 0.964
N 0.871 -0.638 -5.266
N -5.880 5.652 -0.755
N 3.946 4.977 0.441
N -1.007 4.744 7.312
N -6.624 1.881 1.259
N 5.684 -1.833 5.338
N 3.915 0.196 -0.898
N 0.314 -5.675 -3.966
N -1.111 3.564 5.302
N 5.140 -1.502 3.114
N 0.355 8.195 -0.921
N -1.277 -1.167 4.845
N -0.157 6.019 -1.566
N 4.994 5.816 -1.427
N -4.890 1.116 2.597
N -5.570 3.407 -1.224
C 2.701 0.521 -4.203
C 2.919 -1.816 -4.636
C 1.984 -2.177 0.086
C 1.167 2.403 0.322
C 2.956 -0.296 -6.604
C 6.111 -1.894 4.033
C -5.271 -2.650 3.126
C 0.294 1.203 0.691
C -1.329 -0.292 -0.589
C 0.770 6.886 -1.003
C 0.073 -2.108 1.636
C 1.987 1.860 -4.467
C -5.805 0.823 1.607
C 0.852 -4.477 -3.503
C 2.558 -5.040 3.618
C 0.001 0.548 -5.429
C -2.273 -4.454 -0.551
C -0.195 -1.270 -0.756
C -2.378 -0.601 5.478
C -3.509 -4.153 -1.388
C -0.798 1.110 -0.399
C -0.477 1.467 2.023
C 0.468 1.684 -4.525
C -1.593 3.765 6.570
C 0.751 -1.361 0.474
C 2.329 -0.547 -5.241
C -0.240 0.970 -6.879
C 4.973 0.902 -0.376
C -4.190 -3.323 2.345
C -5.380 4.703 -1.625
C 5.137 5.055 -0.269
C -1.385 0.125 -4.868
C 1.533 -5.531 2.559
H -0.628 2.538 2.131
H 1.883 2.237 -0.481
H 3.774 0.713 -4.264
H -0.101 0.959 2.919
H -0.399 -1.225 5.323
H 2.569 -1.029 -7.315
H 0.035 1.574 -3.535
H -5.043 -1.579 3.014
H 1.052 8.872 -0.667
H -1.942 -0.264 -1.495
H 0.891 -6.487 -3.858
H -0.937 1.809 -6.899
H 1.304 -4.737 1.840
H -2.900 0.401 7.071
H 0.181 5.182 -2.015
H -1.912 -0.401 -5.677
H 4.247 -1.275 3.502
H 2.482 0.146 -3.204
H -6.262 -2.912 2.761
H -7.324 1.747 0.552
H -1.629 -3.587 -0.703
H -2.248 -6.186 -1.333
H 2.769 -2.063 0.835
H -4.445 -2.126 4.721
H -0.064 -3.164 1.416
H 1.983 -4.425 4.311
H -1.275 -0.692 -4.148
H -0.943 -3.492 -4.039
H -0.549 0.133 -7.496
H -0.155 -2.138 -5.378
H 4.150 6.313 -1.634
H -5.449 -4.556 -1.302
H -0.459 4.226 4.925
H 4.047 -0.350 -6.630
H -6.481 5.440 0.015
H 2.901 -6.942 3.679
H -1.156 -0.064 7.084
H -0.792 -2.176 -0.934
H 6.283 -2.031 6.117
H -3.861 -3.127 -1.185
H -4.331 -3.144 1.280
H -0.525 8.495 -1.287
H -0.380 1.405 -1.367
H 0.088 2.624 -4.929
H -5.457 6.555 -0.821
H 3.093 5.295 -0.001
H -2.038 0.960 -4.624
H -5.005 1.895 3.210
H -0.950 -1.751 1.786
H 0.634 -5.715 3.146
H -4.230 -4.403 2.550
H 2.668 -2.764 -5.114
H 0.599 3.313 0.092
H 0.689 1.408 -7.260
H -2.532 -4.724 0.474
H -0.888 6.467 -2.087
H 2.864 -6.505 1.493
H -1.948 -0.540 0.280
H 1.764 2.766 1.168
H -1.383 5.041 8.190
H -6.132 3.219 -0.421
H 1.749 -3.233 -0.031
H 0.415 -2.550 -3.359
H -6.434 2.800 1.604
H -1.577 1.837 -0.162
H -1.614 2.923 4.720
H 5.382 -1.429 2.145
H -0.671 -5.647 -4.116
H 2.397 -1.782 -0.841
H 3.424 -4.560 3.151
H 4.058 0.655 1.457
H 3.108 0.030 -0.330
H 2.456 -2.000 -3.658
H 1.583 -0.045 2.627
H 5.847 6.053 -1.900
H 0.329 -1.135 -1.707
H -5.038 2.657 -1.621
H -2.692 -3.522 3.507
H -0.170 5.191 6.982
H 3.882 0.116 -1.895
H 2.525 2.428 -5.221
H -3.337 -4.308 -2.463
H 2.769 0.696 -7.028
H 3.991 4.586 1.362
H 2.113 2.404 -3.522
H 5.598 1.586 1.388
H 4.717 -1.740 5.574
H 3.977 -1.735 -4.390
H -1.378 -1.794 4.061
H -1.423 0.919 1.977
H -4.138 0.452 2.528
H 0.665 -2.027 2.552

Mulliken population analysis, charges in e, atoms 1 to 6: atom 1 (O): -0.64, atom 2 (O): -0.58, atom 3 (O): -0.69, atom 4 (O): -0.63, atom 5 (O): -0.62, atom 6 (O): -0.55

# 3
# C40H51BF6O2

2 unconnected molecules or ions with the total composition C40H51BF6O2 (ωB97M-V/def2-TZVPD, the OMol25 dataset).

Properties
- HOMO-LUMO gap: 3.31 eV
- HOMO: -6.691 eV
- E_tot: -2329.34526 Eh
- LUMO level: -3.381 eV
- Molar mass: 688.65 g mol⁻¹

CARTESIAN COORDINATES (ANGSTROEM)
F 2.408 -4.214 -6.927
F 1.329 -4.935 -8.705
F 1.233 -2.805 -8.146
F -3.996 -3.329 -7.796
F -3.733 -5.440 -8.371
F -4.690 -4.933 -6.455
O 0.454 -5.904 -2.896
O -1.896 -6.286 -2.816
C 1.778 0.103 1.119
C 1.020 -2.755 -1.630
C -3.307 0.971 3.449
C -0.979 -4.885 -4.688
C -1.212 -4.336 -7.425
C -3.784 2.048 1.369
C -1.804 -1.141 0.619
C -0.318 -1.372 1.024
C -3.686 -4.574 -7.309
C 0.025 -4.356 -6.802
C -2.334 -4.590 -6.648
C -1.092 -3.944 -2.156
C -1.264 -7.547 -2.794
C -2.605 -0.039 2.792
C 0.153 -4.627 -5.439
C -2.048 -1.112 3.690
C -3.029 1.148 -0.823
C 0.593 -0.348 0.496
C 2.376 -2.226 2.043
C 1.249 -4.079 -7.636
C 3.872 -0.279 2.330
C 4.267 1.050 2.154
C -3.932 2.005 2.757
C 2.164 1.487 1.000
C 2.137 -1.853 -2.016
C 1.323 -8.119 -2.880
C -2.227 -4.860 -5.284
C -4.750 3.020 3.496
C 5.587 1.540 2.659
C 2.669 -0.773 1.840
C 1.244 2.489 0.370
C -1.342 -8.163 -4.191
C 0.244 -7.192 -2.351
C -2.482 -0.005 1.388
C 3.389 1.914 1.489
C -3.086 1.054 0.680
C 0.421 -7.110 -0.839
C -0.117 -2.869 -2.348
C -2.647 -2.419 0.695
C -2.028 -8.461 -1.850
B -0.852 -5.334 -3.108
H 0.241 2.462 0.819
H -1.545 -9.443 -1.801
H -1.779 -2.039 3.183
H 2.126 -2.739 1.103
H -2.795 -1.366 4.456
H -3.040 -8.610 -2.240
H 3.097 -2.257 -1.667
H -5.597 2.547 4.014
H -0.700 -7.646 -4.916
H -0.312 -2.137 -3.142
H -1.051 -4.334 -1.130
H 1.141 -4.636 -4.990
H -2.248 -3.207 0.044
H -0.351 -6.493 -0.362
H -3.468 0.269 -1.319
H -4.155 3.533 4.263
H -2.001 1.278 -1.198
H -2.096 -8.045 -0.842
H 1.403 -6.673 -0.617
H 0.399 -8.113 -0.395
H 6.209 1.940 1.849
H 1.320 -8.163 -3.972
H -2.378 -8.105 -4.550
H -1.301 -4.127 -8.485
H -3.126 -5.057 -4.707
H 1.562 -2.385 2.767
H -1.058 -9.220 -4.144
H 1.184 -9.127 -2.472
H -0.214 -1.413 2.117
H -3.393 0.929 4.536
H 1.655 3.495 0.525
H -1.772 -0.869 -0.446
H 5.464 2.346 3.393
H 2.300 -7.753 -2.545
H 0.222 0.208 -0.373
H -2.703 -2.802 1.719
H 1.134 2.339 -0.714
H -2.110 -3.620 -2.407
H 1.193 -3.459 -0.812
H -4.244 2.856 0.800
H -5.149 3.769 2.806
H 3.265 -2.720 2.460
H 2.023 -0.850 -1.588
H 6.137 0.722 3.134
H 3.674 2.960 1.364
H -3.602 2.026 -1.148
H 4.544 -0.959 2.860
H -1.165 -0.745 4.237
H 2.175 -1.735 -3.109
H -3.669 -2.189 0.361
H -0.024 -2.361 0.637

Mulliken population analysis, charges in e, atoms 1 to 6: atom 1 (F): -0.28, atom 2 (F): -0.27, atom 3 (F): -0.27, atom 4 (F): -0.27, atom 5 (F): -0.28, atom 6 (F): -0.29

# 4
# C5H4O2S

C5H4O2S in the gas phase (ωB97M-V/def2-TZVPD, the OMol25 dataset).

Properties
- HOMO-LUMO gap: 8.56 eV
- HOMO: -9.787 eV
- E_tot: -741.57512 Eh
- SMILES: CC1=CC(=O)SC1=O
- Energy relative to the best compared isomer or geometry (same formula, charge and spin): 30.3 kJ/mol
- LUMO level: -1.226 eV
- Molar mass: 128.15 g mol⁻¹

CARTESIAN COORDINATES (ANGSTROEM)
S 3.909 -0.587 -0.015
O 1.807 -2.595 0.013
O 3.782 2.037 0.023
C -0.386 -0.534 0.017
C 1.687 0.924 -0.011
C 1.086 -0.270 0.016
C 3.172 1.001 0.000
C 1.956 -1.434 0.010
H 1.176 1.875 -0.024
H -0.909 0.168 0.665
H -0.783 -0.415 -0.993
H -0.591 -1.548 0.348

natural (NBO) population analysis, charges in e, atoms 1 to 6: atom 1 (S): 0.02, atom 2 (O): -0.46, atom 3 (O): -0.51, atom 4 (C): -0.64, atom 5 (C): -0.18, atom 6 (C): -0.13

# 5
# C4H3NO3

A molecular structure, C4H3NO3 (ωB97M-V/def2-TZVPD, the OMol25 dataset).

Properties
- HOMO-LUMO gap: 8.93 eV
- HOMO: -9.345 eV
- E_tot: -434.57700 Eh
- Energy relative to the best compared isomer or geometry (same formula, charge and spin): 394.7 kJ/mol
- LUMO level: -0.418 eV
- Molar mass: 113.07 g mol⁻¹

CARTESIAN COORDINATES (ANGSTROEM)
O 2.097 -1.326 0.600
O 2.196 0.935 -0.381
O -0.895 -1.254 -0.541
N -2.120 0.675 0.374
C 0.015 -0.247 -0.351
C 1.514 -0.319 -0.030
C -2.047 -0.654 -0.072
C -0.850 0.862 0.145
H 3.273 0.785 -0.364
H -2.744 -1.365 0.073
H -0.439 1.907 0.547

natural (NBO) population analysis, charges in e, atoms 1 to 6: atom 1 (O): -0.57, atom 2 (O): -0.71, atom 3 (O): -0.35, atom 4 (N): -0.40, atom 5 (C): 0.05, atom 6 (C): 0.74

# 6
# C20H40Cl20

A molecular structure, C20H40Cl20 (ωB97M-V/def2-TZVPD, the OMol25 dataset).

Properties
- HOMO-LUMO gap: 5.93 eV
- HOMO: -6.146 eV
- E_tot: -9986.96744 Eh
- Energy relative to the best compared isomer or geometry (same formula, charge and spin): 7846.9 kJ/mol
- LUMO level: -0.213 eV
- Molar mass: 989.60 g mol⁻¹

CARTESIAN COORDINATES (ANGSTROEM)
Cl 2.012 -0.218 2.906
Cl 0.052 5.474 1.674
Cl -4.476 2.430 -0.998
Cl 2.076 -1.901 -3.261
Cl 1.947 3.985 -1.401
Cl -0.113 -0.073 -1.870
Cl 1.275 2.932 3.518
Cl -3.032 -4.270 0.321
Cl -1.739 -3.213 -2.810
Cl -2.020 -0.191 -4.660
Cl -0.325 1.260 -3.813
Cl 4.246 1.218 0.651
Cl -1.029 2.389 -0.862
Cl -1.776 -1.748 -1.208
Cl 1.540 1.879 0.231
Cl -1.241 0.405 1.516
Cl -4.250 -0.457 1.112
Cl 3.151 1.607 -0.867
Cl -0.866 -1.906 3.024
Cl 1.652 -2.033 0.523
C 0.888 2.377 -3.187
C 3.202 -0.710 -2.408
C 1.158 -3.321 1.678
C -0.629 -0.713 -3.646
C -0.513 -2.284 -3.751
C 0.220 -0.546 -0.270
C 0.273 0.675 0.579
C 0.571 3.891 1.051
C -3.629 -0.145 2.684
C 0.214 2.776 2.020
C 0.821 2.649 -1.689
C 2.250 0.301 -1.711
C 0.761 -2.664 3.072
C -1.342 -2.016 0.602
C -2.455 0.879 2.568
C 3.359 -1.044 2.101
C -2.176 1.008 -0.734
C -3.513 1.342 -0.048
C 3.500 -0.471 0.667
C -2.632 -2.751 1.188
H -3.415 1.775 0.948
H -1.948 1.106 3.506
H 3.941 -1.285 -1.850
H -0.798 -2.584 -4.760
H 1.834 2.153 -3.679
H -0.004 3.735 0.138
H -3.987 0.365 0.036
H -4.476 0.268 3.232
H 1.266 1.780 -1.204
H -0.437 -2.615 0.702
H 0.294 -0.273 -4.022
H -2.505 -3.083 2.218
H 4.341 -1.075 0.325
H 0.423 0.432 1.630
H 1.138 -1.132 -0.307
H -0.823 2.754 2.356
H 2.044 -3.953 1.731
H 1.511 -1.937 3.382
H -0.570 -1.183 0.128
H 0.463 -4.031 1.230
H -1.657 0.120 -0.373
H 0.828 -3.469 3.805
H -3.285 -1.117 3.037
H -2.432 0.707 -1.750
H -0.661 1.220 0.716
H 3.818 -0.310 -3.214
H 3.044 -2.081 2.213
H 0.259 1.753 1.647
H -3.449 -2.034 1.098
H 1.700 -0.192 -0.909
H 2.650 -0.504 -0.014
H -2.791 1.872 2.269
H -0.904 -0.434 -2.628
H -1.206 -1.149 1.250
H 0.499 -2.642 -3.561
H 0.629 3.336 -3.634
H 1.626 4.006 0.803
H -0.145 3.004 -1.330
H 4.280 -0.893 2.664
H 1.493 0.787 -2.326

Mulliken population analysis, charges in e, atoms 1 to 6: atom 1 (Cl): -0.07, atom 2 (Cl): -0.24, atom 3 (Cl): -0.24, atom 4 (Cl): -0.24, atom 5 (Cl): -0.11, atom 6 (Cl): 0.34

# 7
# C20H34IN5O4Se2Y

A molecular structure, C20H34IN5O4Se2Y (ωB97M-V/def2-TZVPD, the OMol25 dataset).

Properties
- HOMO-LUMO gap: 4.26 eV
- HOMO: -6.659 eV
- E_tot: -6495.69823 Eh
- Energy relative to the best compared isomer or geometry (same formula, charge and spin): 530.5 kJ/mol
- Charge: +1
- LUMO level: -2.398 eV
- Molar mass: 782.25 g mol⁻¹

CARTESIAN COORDINATES (ANGSTROEM)
I 3.718 -3.813 0.546
Y 0.711 -1.521 1.411
Se 1.609 -1.366 -2.366
Se 1.382 0.852 -1.616
O -0.610 -3.267 1.674
O -0.149 0.443 -4.445
O -2.608 1.229 3.869
O 3.196 2.373 -5.760
N 0.153 2.524 1.062
N -2.061 0.035 3.406
N -1.222 -2.241 2.266
N 0.961 -3.837 -0.404
N -1.064 4.456 2.057
C -2.063 3.532 1.411
C -0.358 -5.678 -1.147
C 0.407 2.541 2.496
C 2.342 0.601 -4.381
C 3.455 1.041 -5.340
C 0.674 -6.553 -0.845
C -1.267 2.354 0.797
C -2.739 -3.646 3.520
C 1.936 -4.681 -0.149
C -2.144 -2.325 3.139
C -3.883 -1.112 4.597
C 2.253 1.608 -3.230
C 1.860 -6.053 -0.333
C -0.087 4.975 1.038
C -0.333 3.733 3.156
C 1.040 0.547 -5.202
C -2.669 -1.046 3.714
C 2.764 -0.763 -3.831
C -0.179 -4.331 -0.899
C 0.647 3.742 0.446
H 1.128 -0.268 -5.932
H -2.375 -4.404 2.832
H -1.080 3.405 3.876
H -3.497 1.068 4.221
H -1.416 2.299 -0.281
H 1.721 3.816 0.612
H -2.611 4.115 0.673
H -0.659 5.527 0.295
H 2.694 -6.694 -0.090
H 0.580 5.662 1.555
H 0.059 1.602 2.925
H -1.564 5.244 2.460
H 0.563 -7.617 -1.010
H -2.435 -3.930 4.531
H 1.481 2.609 2.666
H 1.680 2.484 -3.529
H -4.802 -1.040 4.009
H 3.480 0.358 -6.197
H 0.474 3.686 -0.629
H -3.881 -0.330 5.357
H 4.418 0.977 -4.823
H 0.338 4.451 3.623
H 3.251 1.920 -2.929
H -3.915 -2.060 5.128
H -0.961 -3.607 -1.089
H 0.954 1.480 -5.757
H -2.741 3.205 2.197
H 2.703 -1.531 -4.603
H -1.590 1.409 1.233
H 3.786 -0.729 -3.454
H -0.236 -0.458 -4.114
H -1.295 -6.035 -1.552
H -3.828 -3.628 3.485
H 3.903 2.660 -6.344

natural (NBO) population analysis, charges in e, atoms 1 to 6: atom 1 (I): 0.19, atom 2 (Y): 0.79, atom 3 (Se): 0.13, atom 4 (Se): 0.10, atom 5 (O): -0.72, atom 6 (O): -0.72

# 8
# CH4N2O2

2 unconnected molecules or ions with the total composition CH4N2O2 (ωB97M-V/def2-TZVPD, the OMol25 dataset).

Properties
- HOMO-LUMO gap: 9.39 eV
- HOMO: -8.855 eV
- E_tot: -300.30486 Eh
- Energy relative to the best compared isomer or geometry (same formula, charge and spin): 479.9 kJ/mol
- LUMO level: 0.536 eV
- Molar mass: 76.05 g mol⁻¹

CARTESIAN COORDINATES (ANGSTROEM)
O 1.343 0.640 -0.141
O -1.479 1.852 0.340
N 0.145 -0.122 -0.327
N 0.203 -1.392 0.195
C -1.621 0.766 -0.025
H -0.850 -0.024 -1.078
H 1.010 1.547 -0.006
H 1.007 -1.901 -0.168
H 0.242 -1.367 1.210

natural (NBO) population analysis, charges in e, atoms 1 to 6: atom 1 (O): -0.57, atom 2 (O): -0.53, atom 3 (N): -0.25, atom 4 (N): -0.64, atom 5 (C): 0.43, atom 6 (H): 0.38

What did the fourth record say?
# C5H4O2S

C5H4O2S in the gas phase (ωB97M-V/def2-TZVPD, the OMol25 dataset).

Properties
- HOMO-LUMO gap: 8.56 eV
- HOMO: -9.787 eV
- E_tot: -741.57512 Eh
- SMILES: CC1=CC(=O)SC1=O
- Energy relative to the best compared isomer or geometry (same formula, charge and spin): 30.3 kJ/mol
- LUMO level: -1.226 eV
- Molar mass: 128.15 g mol⁻¹

CARTESIAN COORDINATES (ANGSTROEM)
S 3.909 -0.587 -0.015
O 1.807 -2.595 0.013
O 3.782 2.037 0.023
C -0.386 -0.534 0.017
C 1.687 0.924 -0.011
C 1.086 -0.270 0.016
C 3.172 1.001 0.000
C 1.956 -1.434 0.010
H 1.176 1.875 -0.024
H -0.909 0.168 0.665
H -0.783 -0.415 -0.993
H -0.591 -1.548 0.348

natural (NBO) population analysis, charges in e, atoms 1 to 6: atom 1 (S): 0.02, atom 2 (O): -0.46, atom 3 (O): -0.51, atom 4 (C): -0.64, atom 5 (C): -0.18, atom 6 (C): -0.13

> LUMO level of number 7 (C20H34IN5O4Se2Y)?

-2.398 eV